# 1
Molecular formula: C8H16N2O4S
Method: DFT, ωB97M-V with the def2-TZVPD basis set

Cartesian coordinates (Å):
S 3.990 -0.348 -0.828
O -3.391 -0.208 -2.035
O -1.606 2.215 0.012
O 0.466 2.888 -0.263
O -2.571 -1.129 1.971
N -2.082 -2.367 -0.774
N -0.657 -0.023 1.617
C -1.718 -0.733 1.185
C 1.244 0.005 -0.110
C 2.637 0.453 0.009
C -0.396 1.978 0.174
C -1.895 -0.969 -0.352
C -3.220 -0.146 -0.751
C 4.225 -1.681 0.367
C 0.320 0.783 0.919
H -0.237 3.615 -0.621
H 0.829 1.422 1.748
H -4.028 -0.507 -0.066
H -3.489 -1.219 -2.145
H 2.688 1.438 -0.392
H -2.408 -2.779 0.080
H -1.129 -2.791 -0.829
H 1.052 -1.086 0.104
H -1.051 0.454 2.546
H -1.108 -0.437 -0.841
H -2.953 0.963 -0.362
H 1.002 0.073 -1.195
H 5.443 -2.122 0.337
H 3.345 -2.383 0.364
H 2.769 0.464 1.170
H 4.248 -1.072 1.330

HOMO energy (eV): -9.08
LUMO energy (eV): 0.330
2S+1: 1
HOMO-LUMO gap (eV): 9.409
F_max (eV/A): 7.6
Relative energy (zero: lowest compared OMol25 entry of this formula, charge and spin) (kJ/mol): 334.4

---

# 2
Molecular formula: C8H16N2O5
Method: DFT, ωB97M-V with the def2-TZVPD basis set

Cartesian coordinates (Å):
O 3.639 -0.496 -0.948
O 0.706 1.569 1.585
O -1.104 1.238 -1.620
O -1.123 -1.624 2.394
O 2.481 -2.368 -0.547
N 0.694 -1.335 1.000
N -2.098 0.889 0.847
C 1.479 -0.413 0.253
C 2.278 1.955 -0.179
C 2.689 -0.999 -0.444
C 1.886 1.005 0.874
C -1.599 -0.384 0.333
C -1.433 -0.294 -1.177
C -2.851 -0.904 -1.725
C -0.652 -1.191 1.303
H -2.850 -1.045 -2.856
H 1.002 -0.160 -0.622
H 2.556 0.825 1.733
H 1.640 -2.450 -0.077
H -1.416 1.811 -0.760
H -3.835 -0.405 -1.277
H 2.534 2.865 0.389
H 1.097 -1.597 1.933
H -2.600 -2.339 -1.466
H 1.249 1.998 -0.625
H -3.193 0.820 1.253
H 2.910 1.588 -0.968
H 0.273 2.286 0.813
H -1.494 1.074 1.892
H -0.403 -0.784 -1.746
H -2.461 -1.137 0.437

HOMO energy (eV): -10.18
LUMO energy (eV): 0.285
2S+1: 1
HOMO-LUMO gap (eV): 10.470
F_max (eV/A): 6.3
Relative energy (zero: lowest compared OMol25 entry of this formula, charge and spin) (kJ/mol): 670.4

---

# 3
Molecular formula: C8H16N2S
Method: DFT, ωB97M-V with the def2-TZVPD basis set

Cartesian coordinates (Å):
S -1.936 1.788 -0.409
N 1.461 -0.560 0.137
N -3.318 -1.836 0.117
C -2.174 1.605 1.384
C 2.094 -0.064 -1.018
C 3.679 -0.383 0.689
C -2.244 -2.251 -0.012
C 3.447 0.495 -0.478
C -0.909 -2.602 -0.307
C -3.637 2.006 -0.998
C 2.304 -0.748 1.024
H -3.812 1.866 -2.080
H 3.222 1.584 -0.082
H -1.035 -3.007 -1.268
H 2.501 -0.860 -1.716
H 4.276 -1.193 0.425
H -1.172 1.528 1.805
H 1.465 0.626 -1.587
H -4.406 1.354 -0.505
H -0.313 -1.689 -0.314
H 4.198 0.171 1.460
H 4.300 0.457 -1.141
H -4.064 3.001 -0.841
H -0.495 -3.392 0.412
H 1.971 -1.045 2.022
H -2.734 0.671 1.456
H -2.669 2.478 1.826

HOMO energy (eV): -8.14
LUMO energy (eV): 0.751
2S+1: 1
HOMO-LUMO gap (eV): 8.896
F_max (eV/A): 3.5
Relative energy (zero: lowest compared OMol25 entry of this formula, charge and spin) (kJ/mol): 112.3

---

# 4
Molecular formula: C8H16N2Si
Method: DFT, ωB97M-V with the def2-TZVPD basis set

Cartesian coordinates (Å):
Si 0.905 0.174 -0.185
N -2.970 0.249 0.302
N -2.675 -0.960 0.180
C -1.647 -1.559 -0.024
C -0.744 1.025 -0.409
C -2.594 2.644 -0.063
C -1.016 -2.840 0.135
C 1.610 -0.677 -1.687
C 1.903 1.764 0.210
C -1.954 1.277 -0.025
C 1.353 -0.903 1.537
H 2.031 -1.667 1.210
H 2.920 1.714 0.587
H -0.098 -2.733 -0.324
H -3.889 0.563 0.202
H 2.768 -0.854 -1.658
H 1.865 -0.283 2.167
H -3.678 2.532 0.390
H -2.025 3.346 0.524
H -0.787 -2.960 1.206
H 0.523 -1.546 1.941
H -1.465 -3.751 -0.269
H 1.246 -1.539 -2.229
H 1.658 0.217 -2.345
H -2.780 3.012 -1.140
H 1.243 2.215 1.110
H 1.761 2.466 -0.638

HOMO energy (spin up / spin down) (eV): -7.53 / -7.07
LUMO energy (spin up / spin down) (eV): 0.317 / 0.088
2S+1: 1
HOMO-LUMO gap (spin up / spin down) (eV): 7.848 / 7.155
F_max (eV/A): 4.8
Relative energy (zero: lowest compared OMol25 entry of this formula, charge and spin) (kJ/mol): 685.1

---

# 5
Molecular formula: C8H16N4
Method: DFT, ωB97M-V with the def2-TZVPD basis set

Cartesian coordinates (Å):
N 1.127 1.213 -0.079
N 1.110 -1.201 0.092
N -1.062 1.395 0.087
N -1.096 -1.105 0.002
C -2.360 1.901 -0.033
C 2.384 -1.844 -0.014
C -0.822 0.119 0.706
C -2.453 -1.554 -0.268
C 0.746 0.071 0.710
C 2.488 1.483 -0.334
C -0.027 -1.777 -0.251
C 0.059 1.978 -0.260
H 3.080 -1.338 0.695
H 2.816 0.636 -0.894
H 2.633 -1.841 -1.067
H 2.580 2.295 -0.924
H -3.269 -1.307 0.386
H 3.082 1.408 0.517
H 2.246 -3.025 0.078
H -2.720 -1.252 -1.302
H -1.444 0.112 1.588
H -2.559 2.124 1.032
H -0.044 -2.774 -0.769
H -2.512 2.789 -0.552
H 1.628 0.009 2.031
H -2.445 -2.577 -0.164
H 0.021 2.972 -0.777
H -3.188 1.091 -0.236

HOMO energy (eV): -17.67
LUMO energy (eV): -7.749
2S+1: 1
HOMO-LUMO gap (eV): 9.923
Net charge: +2
F_max (eV/A): 5.4
Relative energy (zero: lowest compared OMol25 entry of this formula, charge and spin) (kJ/mol): 223.4

---

# 6
Molecular formula: C8H16N6
Method: DFT, ωB97M-V with the def2-TZVPD basis set

Cartesian coordinates (Å):
N 0.734 -1.801 2.336
N -0.319 0.830 -0.354
N -1.452 2.789 -1.247
N -2.416 -2.045 -0.827
N -0.245 -1.578 -0.349
N 1.106 -1.604 -0.299
C -2.323 4.564 0.235
C 3.156 -2.795 -0.018
C -1.168 -2.594 -0.654
C 1.701 -2.827 -0.484
C -0.862 1.929 -0.744
C -2.217 3.978 -1.251
C -0.993 -0.383 -0.332
C -2.285 -0.745 -0.624
H -1.618 5.317 0.350
H 1.540 -1.443 2.030
H 1.049 -3.725 -0.135
H 3.720 -3.737 -0.227
H -2.996 0.060 -0.879
H 0.743 -2.662 2.875
H -2.063 3.877 1.029
H 3.633 -1.867 -0.437
H 0.714 0.653 -0.365
H 1.716 -3.022 -1.589
H -3.362 4.988 0.466
H 0.288 -1.169 2.985
H -1.999 4.762 -1.958
H 3.210 -2.617 1.064
H -0.873 -3.650 -0.825
H -3.144 3.641 -1.789

HOMO energy (spin up / spin down) (eV): -16.71 / -16.75
LUMO energy (spin up / spin down) (eV): -10.946 / -10.956
2S+1: 1
HOMO-LUMO gap (spin up / spin down) (eV): 5.762 / 5.793
Net charge: +2
F_max (eV/A): 6.1
Relative energy (zero: lowest compared OMol25 entry of this formula, charge and spin) (kJ/mol): 580.4

---

# 7
Molecular formula: C8H16NO
Method: DFT, ωB97M-V with the def2-TZVPD basis set

Cartesian coordinates (Å):
O -1.946 -2.348 0.305
N -2.098 -0.208 -0.412
C 3.924 0.575 -0.460
C 0.949 -0.352 1.154
C -3.291 0.057 0.315
C 1.708 -0.519 0.131
C 0.273 -0.045 2.203
C -1.480 -1.346 -0.315
C -1.445 0.748 -1.289
C 2.398 0.706 -0.544
H -0.459 0.334 -1.376
H -4.159 -0.382 -0.235
H -0.445 -1.371 -0.771
H 2.041 0.699 -1.579
H -2.855 -2.159 0.674
H -1.816 0.822 -2.327
H -0.714 0.265 2.164
H 4.234 0.568 0.550
H 2.028 -1.466 -0.072
H 0.613 0.280 3.174
H 4.538 1.352 -1.005
H -3.213 -0.354 1.247
H 4.525 -0.234 -0.937
H 1.818 1.559 -0.046
H -1.644 1.699 -0.861
H -3.484 1.121 0.313

HOMO energy (eV): -13.06
LUMO energy (eV): -3.503
2S+1: 1
HOMO-LUMO gap (eV): 9.561
Net charge: +1
F_max (eV/A): 3.7
Relative energy (zero: lowest compared OMol25 entry of this formula, charge and spin) (kJ/mol): 375.6

---

# 8
Molecular formula: C8H16O
Method: DFT, ωB97M-V with the def2-TZVPD basis set

Cartesian coordinates (Å):
O 0.263 0.292 1.267
C 0.408 -1.004 -2.059
C 0.494 1.546 0.970
C 0.986 2.039 -0.352
C 0.092 -2.061 1.209
C 0.393 2.506 2.115
C -0.520 -0.632 -0.896
C 0.077 -0.747 0.480
C -1.787 -1.497 -0.984
H -2.298 -1.306 -1.926
H -0.902 -2.385 1.528
H -1.537 -2.555 -0.940
H -0.829 0.410 -1.022
H 1.349 2.992 2.323
H -0.107 -0.862 -3.005
H 1.310 -0.400 -2.066
H 0.212 2.377 -1.044
H 0.068 1.978 3.007
H 0.716 -1.971 2.096
H 1.647 2.887 -0.174
H -2.469 -1.265 -0.169
H -0.337 3.293 1.894
H 0.705 -2.047 -1.984
H 0.508 -2.839 0.571
H 1.558 1.250 -0.839

HOMO energy (spin up / spin down) (eV): -6.24 / -6.32
LUMO energy (spin up / spin down) (eV): 0.987 / 1.010
2S+1: 1
HOMO-LUMO gap (spin up / spin down) (eV): 7.229 / 7.332
F_max (eV/A): 1.7
Relative energy (zero: lowest compared OMol25 entry of this formula, charge and spin) (kJ/mol): 289.1

---

# 9
Molecular formula: C8H16O2
Method: DFT, ωB97M-V with the def2-TZVPD basis set

Cartesian coordinates (Å):
O -2.179 0.040 0.435
O 0.979 -1.102 1.035
C 2.290 0.577 -0.144
C -3.300 -0.765 0.664
C -0.569 1.196 -1.333
C 0.494 1.225 1.469
C 0.008 0.094 -0.770
C 0.938 0.185 0.433
C 3.324 -0.241 -0.250
C -0.122 -1.255 -1.398
H 4.295 0.106 -0.567
H -0.513 0.986 1.799
H -0.894 1.141 -2.363
H 0.500 2.231 1.057
H -0.563 -1.952 -0.687
H 1.168 1.194 2.326
H -4.145 -0.188 1.063
H 1.521 -1.038 1.829
H 3.263 -1.270 0.076
H -2.081 0.690 -0.451
H -0.272 2.189 -1.033
H 2.370 1.614 -0.444
H -3.022 -1.492 1.437
H 0.868 -1.632 -1.664
H -0.735 -1.208 -2.296
H -3.622 -1.326 -0.222

HOMO energy (eV): -9.02
LUMO energy (eV): 0.872
2S+1: 1
HOMO-LUMO gap (eV): 9.896
F_max (eV/A): 4.0
Relative energy (zero: lowest compared OMol25 entry of this formula, charge and spin) (kJ/mol): 334.6